# 1
Below is a structure of composition C37H46BN5O6STm in a non-equilibrium geometry, with properties calculated with ωB97M-V with the def2-TZVPD basis set.

The spin multiplicity is 3. Its total charge is +1. Its calculated total energy is -3670.88144 Ha. The expectation value of S² is 2.002. The lowest unoccupied orbital energy (alpha / beta) comes out at -2.243 / -2.237 eV. For the frontier orbital gap (alpha / beta), the calculation gives 0.290 / 0.290 Ha.

Structure (XYZ):
```
97
Properties=species:S:1:pos:R:3:mulliken_spin:R:1
Tm 0.70 -0.53 0.47 2.01
C -2.56 4.34 2.63 0.00
O -1.41 4.05 3.42 0.00
C -0.19 4.01 2.82 0.00
C 0.84 4.72 3.45 0.00
C 2.13 4.68 2.96 0.00
C 2.41 3.97 1.80 0.00
C 1.40 3.26 1.17 0.00
C 0.11 3.26 1.67 0.00
N -0.89 2.43 1.08 0.00
C -1.15 1.21 1.64 0.00
N -0.92 1.05 2.96 0.00
C -0.43 -0.15 3.56 0.01
C 0.32 -1.07 2.81 -0.02
C 0.78 -2.17 3.57 0.00
C 0.57 -2.29 4.93 0.00
C -0.15 -1.34 5.63 0.00
C -0.67 -0.26 4.94 0.00
O -1.39 0.77 5.49 0.00
C -1.69 0.73 6.86 0.00
N -1.55 0.25 0.84 0.00
C -2.37 -0.76 1.35 0.00
C -3.48 -0.45 2.14 0.00
C -4.37 -1.42 2.54 0.00
C -4.17 -2.74 2.16 0.00
C -3.08 -3.07 1.36 0.00
C -2.18 -2.10 0.96 0.00
O -1.06 -2.36 0.16 0.00
C -0.97 -3.68 -0.36 0.00
H -3.33 4.61 3.35 0.00
H -2.88 3.47 2.05 0.00
H -2.37 5.18 1.96 0.00
H 0.59 5.28 4.33 0.00
H 2.91 5.23 3.46 0.00
H 3.41 3.95 1.41 0.00
H 1.62 2.70 0.27 0.00
H -0.94 2.44 0.06 0.00
H -0.96 1.84 3.59 0.00
H 1.33 -2.96 3.07 0.00
H 0.98 -3.13 5.47 0.00
H -0.29 -1.44 6.70 0.00
H -2.29 1.62 7.05 0.00
H -0.79 0.75 7.48 0.00
H -2.28 -0.17 7.11 0.00
H -3.64 0.58 2.42 0.00
H -5.22 -1.16 3.14 0.00
H -4.85 -3.51 2.46 0.00
H -2.96 -4.10 1.07 0.00
H -0.09 -3.68 -1.01 0.00
H -1.86 -3.93 -0.95 0.00
H -0.83 -4.41 0.44 0.00
C -2.50 1.80 -7.83 0.00
C -1.32 0.99 -7.30 0.00
C -1.62 -0.50 -7.54 0.00
C -0.06 1.38 -8.09 0.00
C -1.08 1.20 -5.81 0.00
C -1.88 2.07 -5.05 0.00
C -1.70 2.24 -3.69 0.00
C -0.69 1.53 -3.08 0.00
O -0.31 1.47 -1.77 0.00
B 0.78 0.56 -1.66 0.00
O 1.01 0.07 -2.98 0.00
C 0.12 0.67 -3.82 0.00
C -0.05 0.50 -5.18 0.00
H -2.64 1.59 -8.89 0.00
H -2.33 2.86 -7.72 0.00
H -3.42 1.52 -7.31 0.00
H -1.80 -0.66 -8.60 0.00
H -2.50 -0.80 -6.99 0.00
H -0.79 -1.13 -7.24 0.00
H -0.25 1.23 -9.15 0.00
H 0.79 0.78 -7.80 0.00
H 0.18 2.43 -7.92 0.00
H -2.66 2.63 -5.53 0.00
H -2.33 2.91 -3.12 0.00
H 0.59 -0.16 -5.73 0.00
C 2.56 -3.32 -2.93 0.00
C 2.74 -2.36 -1.80 0.00
C 3.81 -1.34 -1.95 0.00
O 1.98 -2.36 -0.83 0.00
H 3.50 -3.82 -3.15 0.00
H 2.28 -2.75 -3.81 0.00
H 1.79 -4.05 -2.71 0.00
H 4.67 -1.72 -2.50 0.00
H 4.11 -0.93 -0.98 0.00
H 3.38 -0.52 -2.52 0.00
C 4.64 -3.08 4.21 0.00
N 4.42 -1.84 3.49 0.00
C 3.88 -1.75 2.28 0.00
N 3.65 -2.87 1.58 0.00
S 3.59 -0.23 1.60 0.00
H 4.93 -2.84 5.22 0.00
H 5.43 -3.68 3.74 0.00
H 3.72 -3.67 4.25 0.00
H 4.63 -0.97 3.95 0.00
H 3.80 -3.77 1.99 0.00
H 3.16 -2.81 0.70 0.00
```


# 2
Below is the ion C9H10BrN2O2 with charge +1 in a non-equilibrium geometry, with properties calculated with ωB97M-V with the def2-TZVPD basis set.

The spin multiplicity is 1. Its total charge is +1. Its calculated total energy is -3182.45797 Ha. The lowest unoccupied orbital energy comes out at -3.433 eV. For the frontier orbital gap, the calculation gives 0.316 Ha.

Structure (XYZ):
```
24
Properties=species:S:1:pos:R:3:mulliken_charge:R:1
C -2.08 0.70 0.01 0.01
C -1.22 -1.54 0.55 -0.53
C -2.22 -0.63 0.52 0.69
C -0.91 1.27 -0.32 -0.80
C 1.03 -0.60 0.08 0.80
C -0.53 3.68 -1.04 0.77
C 2.86 0.81 -0.51 -0.89
C 3.23 -1.55 0.23 -0.94
C -3.62 -1.11 0.90 -1.05
N 0.02 -1.18 0.13 -0.11
N 2.24 -0.43 0.09 -0.06
O -0.14 4.71 -1.37 -0.27
O -1.06 2.66 -0.83 0.02
Br -5.01 -0.82 -0.53 -0.11
H -3.10 1.15 -0.01 0.31
H -1.32 -2.66 0.75 0.26
H 3.62 0.65 -1.36 0.33
H 2.15 1.39 -0.99 0.29
H 3.25 1.33 0.33 0.38
H 4.13 -1.05 0.51 0.36
H 2.79 -2.17 0.97 0.40
H 3.37 -1.98 -0.81 0.33
H -3.89 -0.38 1.67 0.43
H -3.59 -2.25 1.02 0.38
```


# 3
Below is a structure of composition C34H39N5O3P2SW in a non-equilibrium geometry, with properties calculated with ωB97M-V with the def2-TZVPD basis set.

The spin multiplicity is 3. Its total charge is +2. Its calculated total energy is -2965.52489 Ha. The expectation value of S² is 2.048. The lowest unoccupied orbital energy (alpha / beta) comes out at -8.385 / -8.492 eV. For the frontier orbital gap (alpha / beta), the calculation gives 0.170 / 0.165 Ha.

Structure (XYZ):
```
85
Properties=species:S:1:pos:R:3:mulliken_spin:R:1
W -1.92 -1.12 -1.26 0.67
C -3.75 -3.10 -3.72 -0.06
C -3.21 -1.95 -4.25 0.12
C -4.08 -0.92 -4.90 0.02
C -5.07 -0.31 -3.92 -0.02
C -4.59 -0.42 -2.50 0.06
C -4.65 -1.53 -1.70 0.03
C -5.61 -2.65 -2.11 0.01
C -5.23 -3.26 -3.45 -0.01
C -1.88 -0.70 0.79 0.00
H -3.41 -4.05 -4.14 0.02
H -2.19 -2.02 -4.63 0.00
H -4.62 -1.35 -5.76 0.00
H -3.46 -0.13 -5.34 0.00
H -5.24 0.74 -4.17 0.00
H -6.06 -0.77 -4.05 0.00
H -4.53 0.54 -2.00 0.00
H -4.49 -1.42 -0.62 -0.02
H -6.64 -2.22 -2.14 0.00
H -5.65 -3.45 -1.36 0.00
H -5.45 -4.34 -3.44 0.00
H -5.85 -2.86 -4.28 0.00
H -1.20 -1.34 1.38 -0.01
H -2.91 -0.92 1.13 0.00
H -1.63 0.34 1.06 0.02
P -2.16 1.40 -1.66 0.18
P 0.03 0.04 -3.01 0.44
N -3.57 2.11 -0.79 -0.02
N -1.09 2.72 -1.25 0.01
N -1.93 -2.90 -1.82 0.03
N 0.98 -1.17 -3.75 0.05
C -2.28 1.54 -3.46 -0.04
C -1.21 0.65 -4.20 0.10
C -4.37 1.43 0.14 0.01
C -5.44 2.23 0.48 0.00
C -5.30 3.46 -0.24 0.00
C -4.15 3.36 -1.01 0.00
C -0.89 3.22 0.04 0.00
C -0.19 4.43 -0.05 0.01
C 0.04 4.67 -1.45 0.01
C -0.52 3.61 -2.16 0.01
C -2.60 -2.89 -0.37 0.10
C -3.53 -3.99 -0.44 0.04
C -3.25 -4.73 -1.56 0.02
C -2.34 -4.04 -2.41 0.04
C 0.60 -2.38 -4.34 0.06
C 1.72 -3.21 -4.37 -0.01
C 2.81 -2.51 -3.76 0.05
C 2.34 -1.26 -3.39 -0.02
H -2.21 2.59 -3.78 0.00
H -3.30 1.22 -3.71 -0.03
H -1.62 -0.24 -4.68 0.05
H -0.62 1.23 -4.94 0.02
H -4.10 0.45 0.48 0.00
H -6.24 1.96 1.16 0.00
H -5.97 4.31 -0.20 0.00
H -3.69 4.08 -1.68 0.00
H -1.25 2.70 0.90 0.00
H 0.10 5.03 0.78 0.00
H 0.56 5.50 -1.90 0.00
H -0.53 3.41 -3.21 0.00
H -1.85 -3.05 0.42 0.02
H -4.26 -4.14 0.34 0.00
H -3.63 -5.71 -1.79 0.00
H -1.74 -4.40 -3.22 0.00
H -0.40 -2.53 -4.69 0.00
H 1.76 -4.21 -4.75 0.00
H 3.80 -2.88 -3.61 0.00
H 2.83 -0.44 -2.90 0.00
O 0.73 -3.38 -0.51 0.01
C 1.09 -2.24 -0.17 -0.01
N 0.34 -1.07 -0.45 0.04
S 1.15 0.32 0.06 0.00
O 1.72 1.08 -1.05 0.02
O 0.39 1.05 1.04 0.00
C 2.50 -0.55 0.79 0.00
C 3.66 -0.03 1.36 0.00
C 4.65 -0.92 1.81 0.00
C 4.48 -2.30 1.63 0.00
C 3.34 -2.79 0.99 0.00
C 2.35 -1.91 0.55 0.00
H 3.80 1.04 1.44 0.00
H 5.56 -0.56 2.29 0.00
H 5.24 -2.98 1.99 0.00
H 3.21 -3.86 0.86 0.00
```


# 4
Below is the molecule C4H6BrNO in a non-equilibrium geometry, with properties calculated with ωB97M-V with the def2-TZVPD basis set.

The spin multiplicity is 1. Its calculated total energy is -2860.00005 Ha. Its SMILES is NC(=O)C1(Br)CC1. The lowest unoccupied orbital energy comes out at 0.737 eV. For the frontier orbital gap, the calculation gives 0.376 Ha.

Structure (XYZ):
```
13
Properties=species:S:1:pos:R:3:mulliken_charge:R:1
N 1.77 1.55 0.79 -0.31
C 0.49 1.23 0.67 0.58
O -0.48 1.72 1.15 -0.57
C 0.22 -0.19 -0.41 0.35
Br 1.80 -0.75 -1.35 -0.26
C -1.13 -0.39 -1.01 -0.56
C -0.70 -1.21 0.17 -0.57
H 2.49 1.04 0.31 0.12
H 2.01 2.36 1.34 0.25
H -1.19 -0.87 -1.97 0.27
H -1.86 0.38 -0.84 0.21
H -1.13 -0.97 1.13 0.21
H -0.47 -2.26 0.05 0.27
```


# 5
Below is a structure of composition C4H8NO2 in a non-equilibrium geometry, with properties calculated with ωB97M-V with the def2-TZVPD basis set.

The spin multiplicity is 1. Its total charge is -1. Its calculated total energy is -362.27358 Ha. The lowest unoccupied orbital energy comes out at 3.021 eV. For the frontier orbital gap, the calculation gives 0.184 Ha.

Structure (XYZ):
```
15
Properties=species:S:1:pos:R:3:mulliken_charge:R:1
C -1.33 0.32 -0.38 0.51
N -0.54 -0.50 0.28 -0.36
C -2.76 0.45 0.16 -0.87
C 0.82 0.02 0.47 -0.24
C 1.93 -1.00 0.47 -0.64
O 3.17 -0.36 0.61 -0.91
O -1.16 0.87 -1.62 -0.49
H -0.73 1.37 -0.64 0.35
H -2.61 0.44 1.23 0.28
H -3.32 -0.44 -0.13 0.24
H -3.13 1.42 -0.19 0.28
H 0.89 0.62 1.39 0.21
H 1.11 0.63 -0.42 0.25
H 1.78 -1.75 1.26 0.22
H 2.06 -1.57 -0.48 0.18
```


# 6
Below is a structure of composition C12H22ClCrLuN2O3 in a non-equilibrium geometry, with properties calculated with ωB97M-V with the def2-TZVPD basis set.

The spin multiplicity is 4. Its total charge is -1. Its calculated total energy is -3545.82114 Ha. The expectation value of S² is 4.146. The lowest unoccupied orbital energy (alpha / beta) comes out at 1.816 / 1.646 eV. For the frontier orbital gap (alpha / beta), the calculation gives 0.183 / 0.242 Ha.

Structure (XYZ):
```
42
Properties=species:S:1:pos:R:3:mulliken_spin:R:1
Lu 3.46 -1.31 -1.21 0.17
Cl 3.70 -2.21 -3.40 0.01
C 3.99 -3.36 -0.24 0.01
C 5.64 -0.65 -1.30 0.03
H 4.98 -3.37 0.21 0.00
H 3.23 -3.20 0.56 0.01
H 3.81 -4.34 -0.67 0.00
H 6.21 -1.15 -0.50 0.00
H 5.73 0.45 -1.13 0.00
H 6.19 -0.84 -2.23 0.00
Cr 1.36 0.49 0.68 3.38
C 1.72 2.05 -0.63 -0.18
C 1.22 1.17 2.51 -0.54
H 2.80 2.26 -0.41 0.02
H 1.54 1.77 -1.67 0.00
H 1.23 2.98 -0.35 0.03
H 1.87 2.03 2.91 0.01
H 0.58 0.85 3.39 0.01
C -2.17 2.39 0.78 0.04
C -2.87 1.48 -0.21 -0.01
C -2.68 -0.09 -0.03 0.00
C -3.76 -0.71 0.92 0.00
C -3.70 -0.17 2.32 0.00
C -2.79 -0.70 -1.43 0.01
O -3.76 -1.29 -1.90 0.00
N -1.65 -0.54 -2.21 0.00
C -0.35 -0.33 -1.76 0.06
O 0.59 -0.27 -2.56 0.00
N -0.20 -0.27 -0.39 -0.02
C -1.27 -0.40 0.45 -0.01
O -1.03 -0.72 1.64 0.02
H -2.31 2.02 1.80 0.00
H -2.62 3.39 0.71 0.00
H -1.08 2.46 0.57 -0.02
H -3.96 1.67 -0.25 0.00
H -2.52 1.75 -1.23 0.00
H -4.76 -0.60 0.46 0.00
H -3.55 -1.79 0.95 0.00
H -4.10 0.84 2.39 0.00
H -4.30 -0.80 2.97 0.00
H -2.67 -0.16 2.67 0.00
H -1.73 -0.75 -3.19 0.00
```


# 7
Below is the molecule C9H13FN2 in a non-equilibrium geometry, with properties calculated with ωB97M-V with the def2-TZVPD basis set.

The spin multiplicity is 1. Its calculated total energy is -559.89920 Ha. Its SMILES is Cc1cc(N)nc(CCCF)c1. The lowest unoccupied orbital energy comes out at 0.611 eV. For the frontier orbital gap, the calculation gives 0.328 Ha.

Structure (XYZ):
```
25
Properties=species:S:1:pos:R:3:mulliken_charge:R:1
C -3.12 -1.42 0.84 -0.96
C -2.08 -0.49 0.30 0.92
C -1.88 1.02 0.59 -0.75
C -0.85 1.62 -0.11 0.42
N -0.81 2.95 -0.25 -0.58
N 0.10 0.93 -0.80 -0.43
C 0.05 -0.36 -0.82 0.33
C 1.44 -1.10 -1.30 -0.79
C 2.62 -0.20 -0.61 -0.49
C 2.58 -0.14 0.93 -0.09
F 3.95 0.22 1.33 -0.33
C -0.99 -1.12 -0.35 -0.50
H -3.78 -0.98 1.83 0.28
H -3.73 -1.64 -0.29 0.26
H -2.47 -2.52 1.15 0.25
H -2.48 1.81 1.14 0.18
H -0.94 3.67 0.63 0.28
H 0.09 2.99 -1.12 0.35
H 1.51 -2.17 -1.09 0.34
H 1.71 -0.89 -2.31 0.32
H 2.49 1.01 -0.87 0.21
H 3.74 -0.23 -1.04 0.37
H 1.73 0.63 1.31 0.12
H 2.26 -1.22 1.46 0.19
H -1.13 -2.35 -0.55 0.09
```


# 8
Below is a structure of composition C32H24N4O2S8Tc, with properties calculated with ωB97M-V with the def2-TZVPD basis set.

The spin multiplicity is 2. Its total charge is +2. Its calculated total energy is -4869.13578 Ha. The expectation value of S² is 0.755. The lowest unoccupied orbital energy (alpha / beta) comes out at -6.582 / -6.762 eV. For the frontier orbital gap (alpha / beta), the calculation gives 0.253 / 0.246 Ha.

Structure (XYZ):
```
71
Properties=species:S:1:pos:R:3:mulliken_spin:R:1
Tc 0.66 -0.62 0.28 0.80
N -0.67 -0.52 3.43 0.02
C 0.33 -1.38 3.23 0.00
N 0.95 -1.54 2.06 0.01
C 1.93 -2.52 2.11 -0.01
C 2.09 -3.09 3.31 0.00
S 0.97 -2.42 4.44 0.00
C 2.58 -2.74 0.82 0.02
C 3.57 -3.57 0.46 0.00
S 3.95 -3.38 -1.22 0.00
C 2.73 -2.17 -1.38 0.00
N 2.09 -1.93 -0.23 -0.02
N 2.46 -1.57 -2.52 0.00
H -1.14 -0.07 2.65 0.01
H -1.14 -0.49 4.32 0.00
H 2.77 -3.86 3.61 0.00
H 4.10 -4.28 1.06 0.00
H 3.01 -1.77 -3.35 0.00
H 1.77 -0.83 -2.58 0.00
O -1.03 -1.29 0.22 0.12
C -2.42 -1.14 -0.17 0.02
C -2.50 -1.04 -1.67 0.01
C -1.90 -1.88 -2.56 -0.01
C -2.29 -1.63 -3.90 0.00
C -3.19 -0.61 -3.99 0.00
S -3.55 0.06 -2.46 0.00
C -2.92 0.10 0.55 0.00
C -2.23 1.23 0.89 -0.01
C -3.05 2.21 1.50 0.00
C -4.35 1.81 1.60 0.00
S -4.58 0.24 0.98 0.00
C -3.11 -2.39 0.32 0.00
C -3.87 -3.27 -0.39 -0.01
C -4.37 -4.33 0.41 0.00
C -3.97 -4.24 1.70 0.00
S -3.00 -2.86 1.97 0.00
H -1.24 -2.69 -2.26 0.00
H -1.94 -2.19 -4.76 0.00
H -3.66 -0.21 -4.88 0.00
H -1.18 1.41 0.71 0.00
H -2.69 3.17 1.84 0.00
H -5.18 2.35 2.02 0.00
H -4.08 -3.16 -1.45 0.00
H -5.01 -5.13 0.04 0.00
H -4.20 -4.91 2.52 0.00
O 1.47 0.90 0.84 -0.01
C 1.79 2.03 -0.03 0.01
C 0.93 3.19 0.39 -0.01
C 0.60 3.53 1.67 0.00
C -0.19 4.71 1.73 0.00
C -0.44 5.23 0.49 0.00
S 0.27 4.30 -0.75 0.00
C 1.46 1.59 -1.45 0.02
C 0.32 0.93 -1.84 0.00
C 0.27 0.71 -3.25 0.01
C 1.36 1.23 -3.87 0.00
S 2.46 1.96 -2.78 0.00
C 3.25 2.29 0.18 -0.01
C 3.85 3.44 0.61 0.01
C 5.26 3.31 0.72 0.00
C 5.70 2.07 0.39 0.00
S 4.42 1.04 -0.07 0.00
H 0.94 2.98 2.53 0.00
H -0.55 5.15 2.64 0.00
H -1.00 6.11 0.25 0.00
H -0.57 0.79 -1.23 0.00
H -0.56 0.24 -3.76 0.00
H 1.57 1.25 -4.93 0.00
H 3.30 4.34 0.82 0.00
H 5.92 4.11 1.03 0.00
H 6.72 1.71 0.39 0.00
```